No. 1
{"formula": "C15H41Cl3O19", "method": "the ωB97M-V functional and the def2-TZVPD basis", "s2": 0.76, "molar_mass_g_mol": 631.83, "total_charge": -1, "gap_ev": [9.5718, 6.2351], "e_tot_ev": -92679.246, "multiplicity": 2, "species": ["O", "C", "O", "O", "H", "Cl", "O", "O", "O", "O", "C", "C", "O", "O", "H", "H", "H", "H", "H", "H", "C", "C", "O", "O", "H", "H", "H", "H", "H", "H", "C", "C", "O", "O", "H", "H", "H", "H", "H", "H", "C", "C", "O", "O", "H", "H", "H", "H", "H", "H", "C", "C", "O", "O", "H", "H", "H", "H", "H", "H", "C", "C", "O", "O", "H", "H", "H", "H", "H", "H", "Cl", "C", "C", "Cl", "H", "H", "H", "H"], "xyz": [[-5.294910, 10.033240, -8.100630], [-4.782990, 9.536410, -9.230200], [-3.587150, 9.250080, -9.287910], [-5.455240, 9.494140, -10.223390], [-4.573650, 9.919540, -7.477380], [-2.581590, 9.560970, -4.542600], [-3.087110, 10.740740, -3.840910], [-1.125910, 9.493400, -4.405260], [-3.243300, 8.340990, -4.089130], [-2.841490, 9.653300, -5.926210], [-5.527590, 5.194490, -0.643890], [-5.170790, 6.466640, -1.450040], [-4.911170, 6.225710, -2.795230], [-4.422030, 4.313920, -0.740400], [-6.379780, 4.658000, -1.061090], [-5.949660, 5.481560, 0.319210], [-4.355550, 6.981710, -0.941910], [-5.929570, 7.217730, -1.230470], [-4.499080, 7.040440, -3.091870], [-4.359560, 3.932140, 0.138210], [-1.793120, 10.230650, -0.555960], [-1.471920, 8.784540, -0.906690], [-0.333300, 8.321770, -0.226170], [-1.581210, 10.507890, 0.819480], [-2.873890, 10.222390, -0.697310], [-1.301670, 10.845110, -1.310290], [-1.542820, 8.465750, -1.946610], [-2.293990, 8.182120, -0.520150], [-0.653220, 8.309770, 0.678880], [-0.740040, 10.922010, 1.025740], [0.682930, 12.138170, -6.902640], [-0.217810, 13.393900, -6.635700], [-0.748630, 13.386640, -5.288130], [-0.081210, 10.963020, -7.082900], [1.358780, 12.010880, -6.056980], [1.337090, 12.290650, -7.761080], [-0.952630, 13.302730, -7.435590], [0.418430, 14.255490, -6.838040], [-0.878230, 14.252660, -4.894690], [-0.601840, 10.618740, -6.353510], [-2.087970, 6.692620, -7.338570], [-1.456830, 5.386330, -7.806350], [-1.852600, 5.085390, -9.128960], [-1.448360, 7.778270, -7.910240], [-2.032840, 6.814590, -6.256820], [-3.085720, 6.715160, -7.776840], [-1.777630, 4.604410, -7.118030], [-0.394540, 5.548410, -7.623670], [-1.934370, 4.132110, -9.207520], [-1.843840, 8.549030, -7.496570], [2.143650, 8.301700, -6.741530], [2.348200, 8.464790, -5.238720], [1.382370, 7.643960, -4.534490], [2.463790, 6.958000, -7.024050], [2.780930, 8.990720, -7.295810], [1.112170, 8.484610, -7.042660], [2.248030, 9.450940, -4.785320], [3.353880, 8.234700, -4.886940], [0.557440, 8.134760, -4.549310], [2.174110, 6.576490, -6.192100], [-4.711390, 14.903810, -1.942240], [-3.858810, 13.894630, -2.827140], [-4.631380, 13.084910, -3.672940], [-5.349900, 15.914050, -2.715130], [-4.103500, 15.312170, -1.134890], [-5.556910, 14.520820, -1.370830], [-3.303730, 13.281250, -2.117400], [-3.120200, 14.510910, -3.339740], [-4.092540, 12.303490, -3.816580], [-6.137820, 15.633850, -3.186590], [-7.112300, 7.914800, -5.740670], [-6.286870, 6.584200, -6.665770], [-5.398420, 5.779580, -5.787810], [-4.936690, 4.262320, -6.722170], [-5.797930, 6.997530, -7.547930], [-7.146640, 6.008120, -7.007850], [-5.898130, 5.484620, -4.865090], [-4.485930, 6.324890, -5.546770]], "atomic_forces_ev_per_a": [[0.068, -0.631, -0.549], [-0.872, 1.977, 2.682], [1.705, -0.914, -0.617], [-1.194, -0.638, -2.598], [0.345, 0.242, 1.221], [0.351, -0.163, 1.326], [0.503, -1.375, -0.274], [-0.876, -0.147, 0.589], [0.718, 0.845, 0.602], [-0.734, 0.686, -2.431], [-0.405, 0.763, -2.181], [-0.604, -0.131, 1.985], [-0.266, -0.018, 0.240], [-0.052, -0.018, 1.347], [-0.240, 0.196, -0.656], [0.979, 0.041, 0.637], [0.845, -0.500, -0.018], [-0.951, -0.018, -0.651], [0.292, 0.142, -0.627], [0.454, -0.380, -0.061], [-0.415, -0.900, -1.088], [-1.121, -1.152, 0.958], [0.724, -0.142, -0.241], [-0.201, 0.063, 0.136], [-0.052, 0.882, -0.156], [0.077, 0.707, 0.554], [0.885, 0.772, -0.257], [-0.492, -0.081, 0.347], [0.469, -0.028, 0.250], [0.126, -0.131, -0.532], [-1.070, 0.207, 1.882], [1.122, -0.887, -0.028], [0.317, -0.732, -0.961], [0.389, -0.101, -1.475], [0.127, 0.069, 0.313], [-0.461, -0.049, -0.344], [-0.653, 0.384, 0.367], [-0.116, 0.329, 0.209], [0.110, 0.162, -0.554], [0.213, 0.580, 0.687], [-0.493, -0.665, -0.719], [-0.309, 0.689, 1.302], [0.302, 0.027, -0.162], [1.248, 0.918, -0.495], [-0.414, -0.527, 0.248], [-0.729, -0.384, 0.691], [-0.121, -0.126, 0.038], [0.450, -0.331, -0.690], [0.044, 0.058, -0.014], [0.144, 0.379, -0.092], [0.213, 0.627, 0.492], [-0.966, 0.823, 1.061], [1.057, -0.289, -0.334], [0.288, -0.140, -0.141], [0.180, -0.115, -0.129], [-0.141, 0.294, 0.199], [-0.343, 0.634, -0.783], [0.052, -0.879, -0.388], [-0.379, 0.075, 0.014], [-0.144, -1.021, -0.018], [-1.011, -1.174, -1.032], [-0.888, 0.984, 1.899], [-0.125, 0.746, 0.212], [0.992, 1.394, -0.161], [0.443, 0.632, -0.573], [0.247, -1.352, -0.005], [0.137, -0.185, 0.148], [-0.012, 0.117, -0.420], [-0.067, -0.460, -0.368], [0.237, -0.666, 0.239], [0.580, -0.129, -0.120], [-1.404, 0.301, -0.517], [0.459, -0.432, 0.124], [-0.150, 0.695, 0.496], [0.104, 0.140, 0.266], [0.283, -0.210, -0.068], [0.173, -0.120, -0.213], [0.023, -0.239, -0.018]], "mulliken_charge": [-0.448, 0.873, -0.319, -0.464, 0.326, 1.061, -0.645, -0.487, -0.618, -0.482, -0.668, 0.138, -0.375, -0.476, 0.304, 0.393, -0.106, 0.395, 0.328, 0.267, -0.076, -0.258, -0.585, -0.605, 0.207, 0.188, 0.165, 0.168, 0.376, 0.325, -0.576, -0.480, -0.411, -0.446, 0.277, 0.398, 0.250, 0.402, 0.231, 0.258, 0.446, -0.759, -0.536, -0.556, 0.121, 0.076, 0.367, 0.315, 0.310, 0.169, 0.183, -0.586, -0.614, -0.558, 0.293, 0.035, 0.278, 0.300, 0.328, 0.360, -0.677, 0.233, -0.500, -0.556, 0.308, 0.352, 0.119, 0.064, 0.562, 0.310, -0.208, -0.443, 0.156, -0.231, 0.193, 0.401, 0.359, -0.222]}

---

No. 2
{"formula": "C15H42BBrN5O8S2", "method": "the ωB97M-V functional and the def2-TZVPD basis", "molar_mass_g_mol": 575.38, "total_charge": -1, "gap_ev": 7.9940, "e_tot_ev": -132457.115, "species": ["C", "C", "C", "Br", "S", "O", "O", "N", "S", "O", "O", "B", "N", "O", "H", "H", "H", "H", "H", "H", "H", "H", "H", "C", "C", "C", "O", "C", "N", "H", "H", "H", "H", "H", "H", "H", "H", "H", "H", "H", "C", "C", "C", "O", "C", "N", "H", "H", "H", "H", "H", "H", "H", "H", "H", "H", "H", "C", "C", "C", "O", "C", "N", "H", "H", "H", "H", "H", "H", "H", "H", "H", "H", "H"], "xyz": [[4.331142, -0.273227, 1.478240], [3.664365, 1.100539, 1.249663], [2.577150, 1.462279, 2.280649], [1.269183, -0.005295, 2.592999], [1.749330, 3.081459, 1.878553], [2.109039, 3.522065, 0.507407], [2.362678, 4.026223, 2.866994], [0.119338, 3.029347, 2.226028], [-0.760282, 2.321119, 0.981977], [-1.640888, 3.386926, 0.406930], [0.045927, 1.575801, -0.028079], [-1.958423, 1.050364, 1.717835], [-2.029317, -0.270886, 1.141188], [-2.762652, 1.357977, 2.838717], [5.047215, -0.267785, 2.317439], [3.624310, -1.093889, 1.652436], [4.922257, -0.546729, 0.587020], [4.458297, 1.858772, 1.370541], [3.289384, 1.241713, 0.226915], [3.071429, 1.595743, 3.250957], [-2.118101, -1.005352, 1.828864], [-1.246103, -0.484978, 0.532158], [-2.315427, 0.927152, 3.574423], [-1.115814, 0.993470, -2.907951], [-0.498862, -0.065465, -3.816485], [-0.946949, 0.028186, -5.286712], [-2.264063, -0.437172, -5.543574], [-3.292563, 0.472085, -5.197930], [-0.770410, -1.396769, -3.255736], [-2.142813, 0.757206, -2.626593], [-0.547646, 1.073648, -1.981098], [-1.108732, 1.976162, -3.386333], [0.585234, 0.090459, -3.803202], [-0.291895, -0.615108, -5.882434], [-0.826329, 1.049621, -5.671263], [-2.996912, 1.508896, -5.379819], [-3.585238, 0.343382, -4.154556], [-4.162789, 0.243186, -5.815874], [-0.261663, -2.092422, -3.797450], [-1.746645, -1.610920, -3.441300], [-2.000840, 3.341093, 6.268454], [-3.065270, 2.252590, 6.363159], [-3.980923, 2.369316, 7.594026], [-3.385990, 1.975443, 8.822128], [-2.526545, 2.938421, 9.403076], [-2.407251, 0.939629, 6.306589], [-1.157172, 3.160208, 6.934540], [-1.597974, 3.384511, 5.255101], [-2.419673, 4.322408, 6.502782], [-3.702275, 2.349304, 5.478887], [-4.826303, 1.691545, 7.451094], [-4.395326, 3.381996, 7.682611], [-2.883666, 3.957840, 9.232506], [-1.509979, 2.827795, 9.020940], [-2.496384, 2.754434, 10.478090], [-3.122273, 0.218353, 6.252116], [-1.969405, 0.779407, 7.209846], [2.186185, -5.430904, -4.373772], [1.654702, -4.687881, -5.595375], [2.741481, -4.285486, -6.608050], [3.544161, -3.186316, -6.214466], [4.565256, -3.493407, -5.282645], [0.881076, -3.526893, -5.142213], [2.642304, -4.762756, -3.644386], [1.369760, -5.943604, -3.862958], [2.925313, -6.182802, -4.660553], [0.970675, -5.366577, -6.114249], [2.243754, -3.966386, -7.526819], [3.375775, -5.143276, -6.869472], [4.990410, -4.486152, -5.457516], [4.188768, -3.419507, -4.260531], [5.355246, -2.750666, -5.396040], [0.429592, -3.097708, -5.946388], [1.547007, -2.821723, -4.832045]], "atomic_forces_ev_per_a": [[0.297, -0.135, -0.312], [0.057, 0.015, 0.151], [0.338, -0.496, -0.203], [0.507, 0.424, -0.047], [0.158, 4.037, 0.331], [-0.695, -1.755, 1.727], [-1.072, -2.228, -0.861], [1.443, -1.494, -1.901], [-0.210, 2.156, -1.790], [1.047, -1.794, 0.951], [-0.671, 0.661, 1.589], [-0.808, -1.013, 0.739], [1.122, 1.256, 0.449], [0.998, -0.093, -0.945], [-0.374, 0.146, -0.137], [0.046, 0.344, -0.082], [-0.207, 0.152, 0.259], [-0.402, -0.051, -0.044], [-0.110, -0.290, 0.340], [-0.547, 0.159, -0.191], [-0.558, -0.086, -0.085], [-0.128, 0.087, -0.235], [-0.154, 0.093, 0.663], [0.201, 0.102, 0.020], [-0.522, -0.016, 0.134], [0.233, -0.074, 0.065], [0.077, 0.153, -0.098], [-0.121, -0.272, 0.016], [0.201, -0.011, -0.325], [-0.011, -0.066, -0.079], [-0.094, 0.006, -0.118], [-0.020, 0.006, 0.024], [0.009, -0.039, -0.097], [-0.067, -0.058, -0.044], [-0.053, 0.055, 0.074], [0.042, 0.012, 0.078], [0.003, 0.214, 0.030], [0.074, -0.031, -0.068], [-0.054, -0.080, 0.202], [-0.039, 0.046, 0.134], [0.033, 0.130, -0.217], [0.254, 0.069, 0.240], [-0.074, -0.075, -0.179], [-0.096, 0.159, -0.025], [0.076, -0.270, 0.091], [-0.338, -0.109, -0.068], [-0.049, -0.054, 0.048], [-0.010, -0.049, 0.029], [0.003, -0.007, 0.008], [-0.056, -0.058, 0.042], [0.023, -0.059, 0.074], [0.097, 0.062, -0.008], [0.031, 0.011, -0.074], [0.021, 0.208, -0.020], [-0.091, -0.032, -0.017], [0.013, -0.001, -0.090], [0.165, 0.029, -0.074], [-0.033, -0.239, 0.052], [0.199, 0.199, 0.236], [-0.109, -0.017, -0.071], [0.025, -0.206, -0.070], [-0.058, 0.279, 0.041], [0.096, 0.026, -0.324], [0.002, 0.060, -0.065], [-0.004, 0.070, -0.024], [0.007, 0.017, 0.007], [0.018, 0.058, -0.097], [0.011, 0.080, 0.008], [0.024, -0.045, 0.100], [-0.055, -0.041, 0.025], [0.102, -0.151, 0.052], [-0.042, 0.001, -0.084], [-0.125, -0.043, 0.053], [0.006, -0.042, 0.088]], "mulliken_charge": [-1.138, -0.451, -0.415, -0.129, 1.106, -0.656, -0.765, -0.410, 0.893, -0.746, -0.527, 0.376, -0.408, -0.602, 0.287, 0.325, 0.333, 0.319, 0.348, 0.489, 0.203, 0.269, 0.235, -1.225, 0.650, -0.773, -0.412, -0.653, -0.661, 0.243, 0.114, 0.320, 0.361, 0.310, 0.445, 0.297, 0.234, 0.253, 0.261, 0.325, -1.309, 0.592, -0.880, -0.390, -0.642, -0.626, 0.268, 0.276, 0.327, 0.303, 0.368, 0.425, 0.295, 0.225, 0.252, 0.266, 0.267, -1.470, 0.140, -0.664, -0.380, -0.629, -0.581, 0.293, 0.362, 0.361, 0.398, 0.348, 0.424, 0.297, 0.217, 0.257, 0.209, 0.371]}